This record from OMol25 describes C45H58IIrN3OP4 as an isolated structure in a non-equilibrium geometry. The level of theory is the ωB97M-V functional and the def2-TZVPD basis.

Properties
**E**: -102181.361 eV
**Expectation value of S²**: 8.7921
**Relative energy (zero: lowest compared OMol25 entry of this formula, charge and spin)**: 0.3985 eV
**Charge**: +4
**2S+1**: 6
**Kohn-Sham gap (spin up / spin down)**: 0.3158 / 0.2021 Eh

Last column: Mulliken spin population.
Cartesian coordinates (Å):
1 Ir 0.1821 -0.4329 -0.1168  2.153
2 C -1.0095 3.1750 -1.0401  0.017
3 N -2.0261 3.4664 -0.1080  0.349
4 C -1.9951 2.8227 1.1821  0.071
5 P -0.6907 1.5455 1.6181  0.252
6 C -1.3020 1.2052 3.3105  0.000
7 C -0.6525 0.1587 3.9664  -0.012
8 C -0.9459 -0.1754 5.2737  0.000
9 C -1.9164 0.5424 5.9585  0.007
10 C -2.5661 1.5916 5.3218  0.000
11 C -2.2764 1.9232 4.0082  0.012
12 C 0.7560 2.6158 1.9450  -0.008
13 C 0.8066 3.4545 3.0591  0.001
14 C 1.9054 4.2770 3.2434  0.002
15 C 2.9538 4.2724 2.3327  0.002
16 C 2.8999 3.4435 1.2209  0.016
17 C 1.8110 2.6134 1.0339  0.084
18 C -2.9586 4.4610 -0.3101  0.141
19 C -4.1753 4.4773 0.4163  0.123
20 C -5.0905 5.4907 0.2514  -0.002
21 C -4.8442 6.5297 -0.6475  0.205
22 C -3.6446 6.5408 -1.3597  -0.020
23 C -2.7179 5.5379 -1.1984  0.125
24 P -0.9774 1.4212 -1.8484  0.277
25 C -2.6827 1.1150 -2.4032  0.028
26 C -3.7931 1.2878 -1.5805  0.006
27 C -5.0681 1.0750 -2.0739  -0.016
28 C -5.2490 0.6483 -3.3822  0.014
29 C -4.1434 0.4135 -4.1889  -0.007
30 C -2.8690 0.6321 -3.7041  0.000
31 C -0.2462 2.0472 -3.4085  0.034
32 C 1.0517 1.7352 -3.7882  -0.027
33 C 1.5883 2.2696 -4.9493  0.001
34 C 0.8282 3.1178 -5.7387  0.002
35 C -0.4714 3.4278 -5.3677  0.002
36 C -1.0104 2.9098 -4.2071  0.004
37 H -0.0213 3.2573 -0.5683  -0.001
38 H -1.0646 3.8592 -1.8860  0.027
39 H -2.9452 2.3076 1.3737  0.016
40 H -1.8738 3.6114 1.9390  -0.001
41 H 0.1030 -0.3720 3.4060  0.016
42 H -0.4296 -0.9867 5.7628  0.000
43 H -2.1546 0.2966 6.9811  0.000
44 H -3.2975 2.1736 5.8614  0.001
45 H -2.7923 2.7686 3.5883  0.001
46 H 0.0040 3.4687 3.7836  -0.002
47 H 1.9407 4.9315 4.1014  0.000
48 H 3.8111 4.9074 2.4935  0.000
49 H 3.6991 3.4502 0.4966  0.001
50 H 1.7708 1.9422 0.1845  -0.032
51 H -4.4322 3.6673 1.0800  -0.001
52 H -6.0094 5.4789 0.8172  0.002
53 H -5.5707 7.3158 -0.7838  0.000
54 H -3.4205 7.3697 -2.0131  0.003
55 H -1.7685 5.6366 -1.7012  -0.003
56 H -3.6692 1.5894 -0.5542  0.014
57 H -5.9254 1.2495 -1.4436  -0.001
58 H -6.2437 0.4964 -3.7706  0.000
59 H -4.2777 0.0790 -5.2054  0.000
60 H -2.0151 0.4627 -4.3441  0.002
61 H 1.6272 1.0676 -3.1683  0.022
62 H 2.5988 2.0360 -5.2445  0.000
63 H 1.2472 3.5364 -6.6394  0.000
64 H -1.0677 4.0885 -5.9780  0.000
65 H -2.0268 3.1616 -3.9370  -0.003
66 C 2.8785 0.0805 3.1885  0.071
67 P 2.1135 -1.0342 1.9545  0.298
68 C 3.6035 -1.7641 1.1884  0.024
69 C 1.5156 -2.4604 2.9765  0.042
70 C 0.6957 -3.4198 2.1357  0.022
71 P -0.5723 -2.6451 1.0252  0.331
72 C -1.0271 -4.1558 0.0981  0.020
73 C -2.0432 -2.3943 2.0772  0.011
74 H 3.4844 -0.5208 3.8684  0.017
75 H 2.1348 0.6268 3.7618  0.000
76 H 3.5194 0.7970 2.6776  -0.005
77 H 4.1909 -2.2791 1.9495  0.007
78 H 4.2089 -0.9678 0.7667  -0.009
79 H 3.3300 -2.4657 0.4032  -0.002
80 H 0.9550 -2.1062 3.8413  -0.005
81 H 2.4055 -2.9706 3.3610  0.004
82 H 0.1741 -4.1379 2.7753  0.006
83 H 1.3612 -3.9832 1.4768  0.000
84 H -1.2002 -4.9515 0.8265  0.008
85 H -0.2134 -4.4643 -0.5560  -0.001
86 H -1.9384 -4.0181 -0.4772  -0.004
87 H -2.2889 -3.3326 2.5767  0.008
88 H -2.8807 -2.0868 1.4533  -0.004
89 H -1.8601 -1.6223 2.8204  -0.001
90 N -3.5962 -2.4497 -2.4625  0.005
91 C -2.3344 -2.1307 -2.1961  0.004
92 O -2.0043 -1.4041 -1.2598  0.144
93 C -1.3547 -2.7675 -3.1644  -0.009
94 I 0.6511 -2.2359 -2.7079  0.120
95 H -4.3553 -2.0980 -1.8969  -0.001
96 H -3.8455 -3.0558 -3.2303  0.001
97 H -1.5395 -2.4401 -4.1876  0.004
98 H -1.4172 -3.8548 -3.1294  0.002
99 C 5.3704 -1.1200 -1.8374  0.000
100 C 4.3747 -0.1174 -2.4437  0.010
101 C 3.9596 -0.6169 -3.8369  0.002
102 C 4.9849 1.2937 -2.5167  0.003
103 C 3.2084 -0.0554 -1.6141  -0.045
104 N 2.2550 0.0191 -0.9640  0.024
105 H 6.2094 -1.2340 -2.5190  0.000
106 H 4.9151 -2.0981 -1.7072  0.000
107 H 5.7555 -0.7701 -0.8857  0.000
108 H 4.8403 -0.6094 -4.4769  0.000
109 H 3.2003 0.0101 -4.2936  -0.001
110 H 3.5782 -1.6352 -3.7864  0.001
111 H 5.9318 1.2454 -3.0475  0.000
112 H 5.1825 1.6876 -1.5224  0.000
113 H 4.3269 1.9804 -3.0446  0.000